C22H30NO10 | ωB97M-V/def2-TZVPD

```
63
C22H30NO10, DFT ωB97M-V/def2-TZVPD
C 1.7494 3.8900 -0.0385
O 2.4544 3.1432 0.9430
C 1.7278 1.9827 1.3647
C 2.2297 0.6697 0.6774
N 1.3680 -0.4476 1.0564
O 2.1208 0.9518 -0.7729
C 2.8725 0.0091 -1.4994
C 4.2686 0.5641 -1.9936
C 5.2234 -0.6994 -2.1175
C 4.9270 1.5789 -1.0063
C 5.8652 2.6521 -1.6700
C 5.2940 3.3188 -2.9659
C 6.0160 3.8220 -0.6040
H 0.6473 3.7428 -0.0182
H 2.0586 4.9602 0.0252
H 2.0913 3.5274 -1.0482
H 1.9429 1.8652 2.4572
H 0.6067 2.0988 1.2840
H 0.4109 -0.2994 0.7236
H 1.7079 -1.3364 0.7139
H 3.0765 -0.9390 -0.9490
H 2.2736 -0.2355 -2.4182
H 4.1232 0.9388 -3.0301
H 5.1996 -1.2140 -1.1241
H 6.2550 -0.4029 -2.4099
H 4.7694 -1.4235 -2.8417
H 4.2095 2.1102 -0.3458
H 5.5781 0.9734 -0.3220
H 6.9083 2.2701 -1.8188
H 5.9403 4.1820 -3.2535
H 4.2774 3.7344 -2.7614
H 5.2499 2.5530 -3.7779
H 6.3897 4.7632 -1.0640
H 5.0020 4.0595 -0.1873
H 6.6184 3.4925 0.2769
C -3.6166 -2.7913 3.4317
C -2.7758 -1.8885 2.9062
C -2.0500 -2.1481 1.6378
O -1.3077 -1.2892 1.1809
C -2.2561 -3.4398 0.9855
C -3.0919 -4.3417 1.5116
C -3.8402 -4.0715 2.7662
O -4.6103 -4.9209 3.2016
O -3.2995 -5.5463 0.9267
O -2.5497 -0.7010 3.5025
H -4.1526 -2.6114 4.3536
H -1.7088 -3.6251 0.0714
H -3.9405 -6.0001 1.5003
H -1.9106 -0.2405 2.9269
C -6.0972 -2.3167 -0.9063
C -5.1744 -1.3900 -0.6325
C -5.4649 -0.2438 0.2789
O -4.5917 0.5658 0.5157
C -6.8099 -0.1446 0.8500
C -7.7309 -1.0692 0.5725
C -7.4320 -2.2289 -0.3167
O -8.3001 -3.0568 -0.5262
O -8.9777 -1.0015 1.0825
O -3.9416 -1.4475 -1.1622
H -5.8979 -3.1526 -1.5624
H -7.0146 0.6986 1.4948
H -9.4405 -1.7830 0.7330
H -3.4694 -0.6703 -0.8079
```

## Properties
E_LUMO ... 0.175 eV
HOMO-LUMO gap ... 2.00 eV
HOMO energy ... -0.0670 hartree
Molar mass ... 468.48 g/mol
Net charge ... -1
Calculated total energy ... -45261.938 eV
Max |F| ... 2.2 eV Å⁻¹

---

C8H10O | ωB97M-V/def2-TZVPD

```
19
C8H10O, DFT ωB97M-V/def2-TZVPD
C -1.4327 -1.1391 0.4404
C -0.4299 -0.0558 -0.2359
C -0.3487 -0.0789 -1.7034
C 0.9523 -0.6049 -1.9115
C 1.7982 -0.8354 -0.6612
C 0.9924 -0.4528 0.2584
O 1.4296 0.1140 1.3946
C 0.4040 1.1432 1.6649
C -0.4893 1.2960 0.3852
H -1.1966 -1.0229 1.5593
H -1.3552 -2.1262 0.1337
H -2.3298 -0.6887 0.1609
H -1.0646 0.0432 -2.6122
H 1.2653 -0.8525 -2.8738
H 2.7816 -1.1320 -0.5598
H -0.3073 0.8619 2.3966
H 0.9178 2.0972 1.8928
H -1.5667 1.4980 0.7703
H -0.0206 1.9356 -0.4994
```

## Properties
SMILES ... C[C@]12C=CC=C1OCC2
E_LUMO ... 0.972 eV
HOMO-LUMO gap ... 8.87 eV
HOMO energy ... -0.2902 hartree
Molar mass ... 122.17 g/mol
Calculated total energy ... -10502.034 eV
Max |F| ... 5.2 eV Å⁻¹
Energy relative to the best compared isomer or geometry (same formula, charge and spin) ... 344.4 kJ/mol

---

C24H44P2Ru | ωB97M-V/def2-TZVPD

```
71
C24H44P2Ru, DFT ωB97M-V/def2-TZVPD
Ru 0.1540 -0.6015 -0.3500
C -0.5259 2.2882 0.4595
C 0.4770 2.2027 -0.5348
C -1.2922 0.8148 -1.1704
C -1.6191 1.4726 0.0906
C 0.0512 1.2433 -1.5425
C -0.4764 3.0974 1.7091
H 0.5433 3.1420 2.1076
H -1.1298 2.6464 2.4697
H -0.8236 4.1267 1.5475
C -2.9154 1.3386 0.7961
H -2.7856 1.5090 1.8747
H -3.3305 0.3314 0.6514
H -3.6540 2.0681 0.4210
C -2.3106 0.3488 -2.1636
H -2.8403 1.2334 -2.5689
H -3.0502 -0.3268 -1.7064
H -1.8187 -0.1781 -2.9913
C 0.5372 1.1766 -2.9476
H 0.1562 2.0469 -3.5085
H 0.1695 0.2654 -3.4328
H 1.6306 1.1792 -2.9991
C 1.7260 2.9878 -0.6133
H 1.5816 3.9403 -1.1615
H 2.5069 2.4193 -1.1446
H 2.1037 3.2516 0.3900
C 0.5980 -1.3745 1.6962
C 1.2018 -0.1481 1.9715
C 2.5896 0.2757 1.6985
C 3.2660 -0.4033 0.4742
C 2.3590 -0.7420 -0.6736
C 1.6465 -1.9558 -0.8754
C 1.6214 -3.1166 0.0905
C 1.3046 -2.7082 1.5416
H 3.2547 0.1184 2.5734
H 3.8176 -1.3079 0.7984
H 2.5769 1.3714 1.5293
H 2.2112 -2.7310 2.1694
H -0.3975 -1.4757 2.1384
H 0.6277 0.5593 2.5652
H 0.6067 -3.4642 1.9364
H 0.8348 -3.7985 -0.2599
H 1.5454 -2.2476 -1.9291
H 2.5644 -3.6809 0.0330
H 4.0145 0.3134 0.0950
H 2.6517 -0.2315 -1.5988
P 4.9954 -3.3132 1.4107
C 4.7347 -4.4603 2.8457
C 6.7184 -2.8756 1.9747
P 5.5011 -4.1690 -1.3983
C 5.6434 -4.7148 0.3669
C 7.3484 -4.0501 -1.6563
C 5.6037 -5.9103 -2.0434
H 3.9027 -5.1421 2.6389
H 4.5183 -3.8757 3.7469
H 5.6487 -5.0501 3.0004
H 7.2035 -3.7766 2.3753
H 6.6444 -2.1378 2.7800
H 7.3349 -2.4675 1.1652
H 6.4770 -6.4217 -1.6174
H 5.7113 -5.8579 -3.1329
H 4.7045 -6.4781 -1.7917
H 5.0485 -5.6272 0.5345
H 6.7033 -4.9263 0.6190
H 7.5129 -3.9756 -2.7378
H 7.8412 -4.9644 -1.2963
H 7.8026 -3.1861 -1.1653
C -1.4566 -1.8822 -0.2526
H -1.6783 -2.3053 -1.2553
H -2.4011 -1.4178 0.0870
H -1.2832 -2.7391 0.4149
```

## Properties
E_LUMO (spin up / spin down) ... -1.908 / -5.410 eV
Multiplicity ... 6
HOMO-LUMO gap (spin up / spin down) ... 7.81 / 5.89 eV
HOMO energy (spin up / spin down) ... -0.3571 / -0.4153 hartree
Molar mass ... 495.63 g/mol
Net charge ... +1
Calculated total energy ... -46749.523 eV
Max |F| ... 2.9 eV Å⁻¹
Energy relative to the best compared isomer or geometry (same formula, charge and spin) ... 0.0 kJ/mol

---

C4H3ClN3O2S2 | ωB97M-V/def2-TZVPD

```
15
C4H3ClN3O2S2, DFT ωB97M-V/def2-TZVPD
C 0.0209 2.4508 0.2190
C -1.0317 2.8979 0.8499
C -0.0960 0.3120 -0.7750
C 0.0568 -2.0822 -1.3828
N 0.0207 -1.7722 -0.0607
N 0.0381 -0.4581 0.2345
N 0.0279 1.6054 -0.8640
O -0.5799 -2.5052 2.5251
O -1.9742 3.3178 1.4024
S 0.0656 -0.7121 -2.3414
S 0.3646 -2.8686 1.4955
Cl 2.1004 -1.8652 1.6554
H 0.9574 2.8552 0.5297
H -0.0909 -3.0582 -1.7356
H 0.1203 1.8828 -1.7523
```

## Properties
E_LUMO ... -4.881 eV
HOMO-LUMO gap ... 8.26 eV
HOMO energy ... -0.4829 hartree
Molar mass ... 224.67 g/mol
Net charge ... +1
Calculated total energy ... -46944.070 eV
Max |F| ... 4.4 eV Å⁻¹

---

C2H3NP2 | ωB97M-V/def2-TZVPD

```
8
C2H3NP2, DFT ωB97M-V/def2-TZVPD
C 1.3791 -0.2384 -0.3597
C -1.5368 1.2458 -0.1755
N 1.3689 0.9550 -0.1936
P -1.9008 -0.2791 0.0828
P -0.0392 -1.5877 -0.0664
H 2.2119 -0.8173 -0.6857
H -1.7230 2.2826 0.0066
H 0.2399 -1.5609 1.3915
```

## Properties
E_LUMO (spin up / spin down) ... -0.949 / -0.916 eV
HOMO-LUMO gap (spin up / spin down) ... 7.94 / 7.14 eV
HOMO energy (spin up / spin down) ... -0.3265 / -0.2959 hartree
Molar mass ... 103.00 g/mol
Calculated total energy ... -22184.709 eV
Max |F| ... 2.0 eV Å⁻¹
Energy relative to the best compared isomer or geometry (same formula, charge and spin) ... 400.8 kJ/mol

---

C5H14 | ωB97M-V/def2-TZVPD

```
19
C5H14, DFT ωB97M-V/def2-TZVPD
C 0.5745 -1.7771 1.4290
C 1.8940 -1.3348 0.7659
H 0.3348 -2.8316 1.4251
H 0.6910 -1.3662 2.4361
H -0.2488 -1.1652 1.0609
H 2.7680 -1.5528 1.3717
H 1.9959 -1.7654 -0.2325
H 1.8772 -0.2414 0.6336
C -0.3988 1.2660 -1.1303
C -1.2079 2.1086 0.0427
C -1.0540 -0.0221 -1.4323
H -0.2225 1.9295 -1.9700
H 0.5946 1.0917 -0.6347
H -1.2744 1.5773 0.9900
H -1.9326 0.0292 -2.0868
H -0.3231 -0.6579 -1.9799
H -1.3238 -0.5198 -0.5072
H -0.5416 2.9544 0.1936
H -2.2025 2.2774 -0.3749
```

## Properties
E_LUMO (spin up / spin down) ... -3.076 / -10.766 eV
Multiplicity ... 2
HOMO-LUMO gap (spin up / spin down) ... 12.09 / 4.39 eV
HOMO energy (spin up / spin down) ... -0.5572 / -0.5571 hartree
Molar mass ... 74.17 g/mol
Net charge ... +1
Calculated total energy ... -5400.724 eV
Max |F| ... 2.4 eV Å⁻¹
Energy relative to the best compared isomer or geometry (same formula, charge and spin) ... 36.8 kJ/mol